Run 1
The molecule C3H5NO2S, computed with ωB97M-V/def2-TZVPD.

SMILES = O=C(NS)[C@H]1CO1
HOMO energy = -9.9 eV
orbital gap = 10.33 eV

```
! RIJCOSX wB97M-V def2-TZVPD def2/J DEFGRID3
* xyz 0 1
O 0.460 1.843 -0.130
C -0.153 0.749 0.080
N -1.472 0.904 0.222
S -2.581 -0.421 -0.128
C 0.556 -0.552 0.170
C 1.844 -0.612 -0.654
O 1.813 -0.269 0.808
H -1.801 1.924 0.013
H -2.791 -0.746 1.226
H -0.148 -1.418 0.591
H 2.066 0.294 -1.276
H 2.208 -1.696 -0.922
*
```

Run 2
The molecule C3H5NO2S, computed with ωB97M-V/def2-TZVPD.

HOMO energy (alpha / beta) = -8.9 / -9.0 eV
orbital gap (alpha / beta) = 7.65 / 8.00 eV

```
! RIJCOSX wB97M-V def2-TZVPD def2/J DEFGRID3
* xyz 0 1
C 0.333 -0.210 -0.098
C 0.143 1.122 -0.490
C 1.762 -0.691 0.210
N -0.527 -1.201 0.024
O -3.817 0.451 0.599
O -1.842 -0.947 0.083
S -2.585 0.504 -0.139
H 0.894 1.751 -0.253
H -0.783 1.506 -0.897
H 1.861 -1.183 1.205
H 2.244 0.308 0.318
H 2.315 -1.409 -0.561
*
```

Run 3
The molecule C3H5NO2S, computed with ωB97M-V/def2-TZVPD.

SMILES = C1=NOCOCS1
HOMO energy = -9.3 eV
orbital gap = 10.02 eV

```
! RIJCOSX wB97M-V def2-TZVPD def2/J DEFGRID3
* xyz 0 1
C -1.325 0.187 -0.721
N -1.503 -0.797 0.089
O -0.658 -0.724 1.188
C 0.564 -1.404 0.939
O 1.343 -0.743 -0.055
C 1.306 0.633 0.064
S -0.070 1.406 -0.801
H -2.078 0.254 -1.505
H 1.134 -1.482 1.819
H 0.282 -2.397 0.517
H 2.155 1.042 -0.536
H 1.402 0.896 1.153
*
```

Run 4
The molecule C3H5NO2S, computed with ωB97M-V/def2-TZVPD.

SMILES = CN(C=O)OC=S
HOMO energy = -9.4 eV
orbital gap = 9.36 eV

```
! RIJCOSX wB97M-V def2-TZVPD def2/J DEFGRID3
* xyz 0 1
C -1.089 -1.831 0.110
N -0.034 -0.897 0.424
C 1.194 -1.352 0.878
O 1.346 -2.399 1.460
O 0.092 0.107 -0.545
C -0.409 1.291 -0.134
S -0.411 2.599 -1.070
H -1.042 -2.655 0.847
H -0.966 -2.229 -0.919
H -2.070 -1.359 0.198
H 2.034 -0.609 0.704
H -0.819 1.229 0.883
*
```

Least stable of them? run 2.

Run 1
The molecule C4H6N2, computed with ωB97M-V/def2-TZVPD.

SMILES = N#C[C@H]1CCN1
HOMO energy = -9.8 eV
orbital gap = 10.78 eV

```
! RIJCOSX wB97M-V def2-TZVPD def2/J DEFGRID3
* xyz 0 1
N 2.641 0.332 -1.051
C 1.803 0.014 -0.320
C 0.668 -0.258 0.580
C -0.381 0.870 0.404
C -1.184 -0.151 -0.426
N -0.330 -1.227 0.111
H 1.044 -0.463 1.589
H -0.856 1.166 1.340
H -0.010 1.748 -0.127
H -1.083 0.011 -1.508
H -2.244 -0.263 -0.177
H -0.006 -1.926 -0.549
*
```

Run 2
The molecule C4H6N2, computed with ωB97M-V/def2-TZVPD.

SMILES = Nc1ccc[nH]1
HOMO energy = -7.3 eV
orbital gap = 8.37 eV

```
! RIJCOSX wB97M-V def2-TZVPD def2/J DEFGRID3
* xyz 0 1
N 1.953 -0.041 -0.353
C 0.725 -0.010 0.264
C -0.074 1.032 0.632
C -1.389 0.600 0.141
C -1.318 -0.702 -0.195
N -0.017 -1.229 0.156
H 2.021 -0.867 -0.939
H 2.095 0.803 -0.894
H 0.202 1.973 1.090
H -2.194 1.280 -0.110
H -1.859 -1.283 -0.920
H -0.108 -1.561 1.134
*
```

Run 3
C4H6N2 as an isolated structure, computed with ωB97M-V/def2-TZVPD.

HOMO energy = -8.1 eV
orbital gap = 8.31 eV

```
! RIJCOSX wB97M-V def2-TZVPD def2/J DEFGRID3
* xyz 0 1
N 0.735 -1.304 -0.906
C 0.272 -0.056 -0.946
C 0.577 1.059 0.744
C -0.457 0.442 1.375
C -1.116 0.062 -1.302
N -2.187 0.241 -1.720
H 0.158 -2.137 -0.870
H 1.732 -1.454 -0.846
H 0.461 2.049 0.317
H 1.604 0.746 0.908
H -0.317 -0.495 1.906
H -1.462 0.847 1.340
*
```

Run 4
A 2-piece molecular cluster, C4H6N2 overall, computed with ωB97M-V/def2-TZVPD.

SMILES = N=C1CC1.C#N
HOMO energy = -8.9 eV
orbital gap = 9.80 eV

```
! RIJCOSX wB97M-V def2-TZVPD def2/J DEFGRID3
* xyz 0 1
N -0.062 1.716 0.048
C 0.334 0.569 -0.033
C 1.371 -0.370 0.356
C 0.191 -0.879 -0.470
H -0.942 2.012 -0.485
H 1.340 -0.763 1.411
H 2.322 -0.456 -0.165
H 0.280 -0.867 -1.564
H -0.631 -1.521 0.100
C -2.992 0.416 0.632
N -3.387 0.126 -0.398
H -2.678 0.703 1.535
*
```

Least stable of them? run 3.

Run 1
The molecule C4H6N2, computed with ωB97M-V/def2-TZVPD.

SMILES = N#C[C@H]1CCN1
HOMO energy = -9.7 eV
orbital gap = 10.66 eV

```
! RIJCOSX wB97M-V def2-TZVPD def2/J DEFGRID3
* xyz 0 1
N 2.756 0.089 -1.053
C 1.854 -0.041 -0.338
C 0.681 -0.247 0.527
C -0.367 0.894 0.457
C -1.240 -0.082 -0.358
N -0.322 -1.182 -0.006
H 1.024 -0.514 1.533
H -0.781 1.134 1.437
H -0.044 1.812 -0.038
H -1.300 0.161 -1.427
H -2.251 -0.241 0.028
H -0.011 -1.784 -0.761
*
```

Run 2
The molecule C4H6N2, computed with ωB97M-V/def2-TZVPD.

HOMO energy = -6.5 eV
orbital gap = 6.65 eV

```
! RIJCOSX wB97M-V def2-TZVPD def2/J DEFGRID3
* xyz 0 1
N 2.011 0.235 0.091
C 0.378 0.119 -0.019
C 0.977 1.250 -0.158
C -2.036 0.483 -0.346
C -1.764 -0.739 0.101
N -0.301 -0.981 0.245
H 2.577 -0.093 -0.686
H 2.478 0.193 0.995
H 0.994 2.314 -0.301
H -3.119 0.684 -0.366
H -2.320 -1.607 0.473
H 0.126 -1.859 -0.030
*
```

Run 3
The molecule C4H6N2, computed with ωB97M-V/def2-TZVPD.

SMILES = N#CC1CNC1
HOMO energy = -9.5 eV
orbital gap = 10.26 eV

```
! RIJCOSX wB97M-V def2-TZVPD def2/J DEFGRID3
* xyz 0 1
N 2.985 -0.059 -0.501
C 1.861 0.050 -0.133
C 0.597 0.048 0.459
C -0.379 -1.055 0.024
N -1.113 -0.098 -0.783
C -0.482 1.054 -0.072
H 0.761 0.078 1.513
H -1.019 -1.371 0.841
H -0.037 -1.916 -0.526
H -2.118 -0.186 -0.765
H -0.951 1.617 0.755
H -0.104 1.839 -0.812
*
```

Run 4
A 2-piece molecular cluster, C4H6N2 overall, computed with ωB97M-V/def2-TZVPD.

HOMO energy = -9.1 eV
orbital gap = 9.52 eV

```
! RIJCOSX wB97M-V def2-TZVPD def2/J DEFGRID3
* xyz 0 1
N -1.134 -1.020 -0.475
C -0.070 0.032 -0.542
C 1.134 -0.695 -0.682
C -0.366 -0.647 0.769
C -0.460 1.398 -0.817
N -0.751 2.485 -1.086
H -2.111 -0.741 -0.479
H -0.870 -1.835 -1.037
H 1.959 -0.014 -0.404
H 1.590 1.415 1.950
H 0.317 -1.446 1.076
H 0.908 1.118 1.987
*
```

Least stable of them? run 4.

Run 1
The molecule C4H6N2, computed with ωB97M-V/def2-TZVPD.

SMILES = N#CC[C@H]1CN1
HOMO energy = -10.3 eV
orbital gap = 11.18 eV

```
! RIJCOSX wB97M-V def2-TZVPD def2/J DEFGRID3
* xyz 0 1
N 3.179 -0.034 0.746
C 2.041 -0.232 0.803
C 0.596 -0.481 0.877
C -0.220 0.457 0.008
C -0.844 -0.031 -1.241
N -1.641 0.148 -0.029
H 0.406 -1.511 0.551
H 0.275 -0.415 1.923
H 0.074 1.505 0.048
H -0.708 -1.069 -1.538
H -0.965 0.665 -2.068
H -2.193 0.999 -0.080
*
```

Run 2
The molecule C4H6N2, computed with ωB97M-V/def2-TZVPD.

SMILES = C=C=CNN=C
HOMO energy = -8.0 eV
orbital gap = 8.79 eV

```
! RIJCOSX wB97M-V def2-TZVPD def2/J DEFGRID3
* xyz 0 1
C -2.067 0.282 0.170
C -0.998 -0.467 0.087
C 0.000 -1.339 -0.068
N 1.340 -0.950 0.134
N 1.878 0.180 0.177
C 1.241 1.316 -0.047
H -2.382 1.017 -0.695
H -2.730 0.381 1.035
H -0.122 -2.350 -0.409
H 1.950 -1.738 -0.039
H 1.738 2.240 -0.079
H 0.150 1.427 -0.265
*
```

Least stable of them? run 2.

Run 1
C5H8S as an isolated structure, computed with ωB97M-V/def2-TZVPD.

HOMO energy = -8.7 eV
orbital gap = 8.87 eV

```
! RIJCOSX wB97M-V def2-TZVPD def2/J DEFGRID3
* xyz 0 1
C 0.493 -0.274 1.230
C -0.388 -0.296 0.120
C -0.795 -1.580 -0.209
C -1.114 0.889 -0.293
C -2.489 1.088 -0.565
H 2.972 0.384 0.517
H 0.659 0.375 2.195
H 0.682 -1.249 1.521
H -0.126 -2.298 0.352
H -1.231 -2.019 -1.549
H -0.433 1.722 -0.329
H -2.821 2.080 -0.547
H -3.077 0.198 -0.405
S 1.821 0.115 -0.216
*
```

Run 2
The molecule C5H8S, computed with ωB97M-V/def2-TZVPD.

SMILES = CC#CCSC
HOMO energy = -8.6 eV
orbital gap = 9.57 eV

```
! RIJCOSX wB97M-V def2-TZVPD def2/J DEFGRID3
* xyz 0 1
C -1.149 -2.340 -1.113
C -1.042 -0.982 -0.626
C -0.909 0.140 -0.212
C -0.728 1.488 0.310
S 0.908 2.260 -0.015
C 2.014 1.147 0.850
H -1.252 -2.475 -2.219
H -1.959 -2.864 -0.629
H -0.246 -2.810 -0.803
H -1.478 2.147 -0.126
H -0.894 1.476 1.420
H 2.150 0.212 0.341
H 1.591 0.970 1.835
H 2.992 1.630 0.988
*
```

Least stable of them? run 1.

Run 1
The molecule C5H8S, computed with ωB97M-V/def2-TZVPD.

SMILES = C1C[C@@H]2C[C@H]2S1
HOMO energy = -8.3 eV
orbital gap = 9.34 eV

```
! RIJCOSX wB97M-V def2-TZVPD def2/J DEFGRID3
* xyz 0 1
C 1.726 0.258 0.072
C 0.364 1.126 -0.006
C -0.681 0.119 -0.331
C -1.780 -0.802 -0.075
C -0.404 -1.039 0.467
S 1.285 -1.474 -0.132
H 2.357 0.437 -0.765
H 2.231 0.492 1.041
H 0.578 1.794 -1.017
H 0.055 1.925 0.890
H -0.508 -0.307 -1.401
H -2.416 -0.379 0.733
H -2.376 -1.299 -0.964
H -0.431 -0.851 1.487
*
```

Run 2
The molecule C5H8S, computed with ωB97M-V/def2-TZVPD.

SMILES = CC1=CSCC1
HOMO energy = -7.6 eV
orbital gap = 8.54 eV

```
! RIJCOSX wB97M-V def2-TZVPD def2/J DEFGRID3
* xyz 0 1
C 1.854 -0.603 0.110
C 0.311 -0.465 -0.311
C -0.677 -1.323 -0.178
S -2.163 -0.841 -0.066
C -1.549 0.932 0.308
C -0.179 0.967 -0.367
H 2.449 -0.141 -0.705
H 2.212 -1.641 0.703
H 1.924 -0.054 1.064
H -0.546 -2.494 -0.192
H -1.920 1.212 1.343
H -1.938 1.597 -0.490
H 0.437 1.453 0.292
H -0.215 1.401 -1.510
*
```

Least stable of them? run 1.